Model a:
ORCA calculation (ωB97M-V/def2-TZVPD) on a 2-piece molecular cluster, C12H17N overall.

HOMO-LUMO gap (eV): 8.8
LUMO level (eV): 0.952

```
! wB97M-V def2-TZVPD RIJCOSX def2/J DEFGRID3
* xyz 0 1
C 0.35 -3.46 -0.18
C 0.98 -1.22 1.11
C 0.06 -2.11 0.42
C 0.17 -0.22 1.65
C -1.17 -1.62 0.60
C 2.36 -1.24 1.28
C 2.91 -0.06 1.78
C 2.14 1.04 2.12
C 0.76 0.91 2.23
N -1.14 -0.47 1.37
H 3.03 -1.93 0.79
H 3.99 -0.01 1.79
H 2.59 1.99 2.36
H 1.43 -3.62 -0.29
H -0.15 -3.53 -1.14
H -2.09 -2.01 0.17
H -1.90 0.18 1.41
H 0.07 1.67 2.59
H 0.07 -4.28 0.47
C -1.88 1.64 -2.17
C -0.47 1.76 -2.83
C -1.80 1.97 -0.68
H -2.34 0.66 -2.34
H -2.44 2.36 -2.77
H -0.47 1.53 -3.88
H -0.21 2.81 -2.65
H -2.65 1.59 -0.14
H -1.59 3.01 -0.44
H 0.25 1.22 -2.22
H -0.88 1.44 -0.40
*
```

Model b:
ORCA calculation (ωB97M-V/def2-TZVPD) on a 2-piece molecular cluster, C12H17N overall.

HOMO-LUMO gap (spin up / spin down) (eV): 4.6 / 3.8
LUMO level (spin up / spin down) (eV): -1.902 / -2.366

```
! wB97M-V def2-TZVPD RIJCOSX def2/J DEFGRID3
* xyz 0 1
C 0.63 -2.48 -1.72
C 0.36 -1.32 -1.85
C -0.06 -1.08 2.83
C 1.07 -0.26 2.72
C -0.62 -0.98 1.51
C 1.20 0.20 1.46
C -1.81 -1.75 1.07
C 2.20 1.27 1.05
C -1.70 1.64 -0.89
C 1.10 1.03 -1.77
C -1.35 0.59 -1.98
C -0.03 0.00 -1.91
N 0.15 -0.28 0.70
H 1.16 -3.43 -1.91
H -0.24 -1.76 3.68
H 1.79 0.09 3.50
H -1.99 -1.51 -0.05
H -1.79 -2.81 1.18
H -2.58 -1.53 1.74
H 1.86 2.22 0.71
H 2.75 1.55 1.91
H 2.72 0.77 0.24
H -2.74 1.76 -1.02
H -1.08 2.58 -0.90
H -1.56 1.00 -0.10
H 0.83 1.94 -1.52
H 1.72 0.63 -0.96
H 1.75 1.17 -2.70
H -1.57 1.01 -3.05
H -2.15 -0.21 -1.96
*
```

Model c:
ORCA calculation (ωB97M-V/def2-TZVPD) on a 2-piece molecular cluster, C12H17N overall.

HOMO-LUMO gap (eV): 8.7
LUMO level (eV): 0.864

```
! wB97M-V def2-TZVPD RIJCOSX def2/J DEFGRID3
* xyz 0 1
C -2.39 -2.96 -0.90
C -0.79 -0.09 1.07
C -1.45 -0.63 -0.10
C -1.66 -2.05 -0.02
C -0.95 -2.33 1.10
C -0.49 1.27 1.23
C -1.01 2.13 0.31
C -1.76 1.73 -0.83
C -2.02 0.34 -0.88
N -0.43 -1.25 1.81
H -0.05 1.50 2.05
H -0.88 3.32 0.46
H 0.31 -1.31 2.50
H -2.16 2.35 -1.72
H -0.67 -3.33 1.47
H -2.74 0.06 -1.57
H -3.21 -3.34 -0.41
H -1.70 -3.84 -0.94
H -2.50 -2.51 -1.88
C 3.05 1.53 -0.60
C 4.37 2.24 -0.94
C 3.12 -0.06 -0.62
H 2.77 1.70 0.55
H 2.18 1.79 -1.18
H 4.40 2.83 -1.80
H 3.28 -0.43 0.38
H 2.28 -0.61 -1.05
H 5.00 1.40 -1.32
H 4.64 2.82 0.07
H 4.00 -0.33 -1.21
*
```

Which of them is least stable? Easy: model b.

Model a:
ORCA calculation (ωB97M-V/def2-TZVPD) on a 2-piece molecular cluster, C12H17N overall.

HOMO-LUMO gap (eV): 9.0
LUMO level (eV): 0.956

```
! wB97M-V def2-TZVPD RIJCOSX def2/J DEFGRID3
* xyz 0 1
C 1.77 -0.77 -2.17
C 0.61 -1.36 0.09
C 0.58 -1.10 -1.30
C -0.66 -1.74 0.55
C -0.67 -1.47 -1.70
C 1.64 -1.32 1.09
C 1.30 -1.35 2.42
C -0.01 -1.74 2.80
C -0.90 -2.18 1.87
N -1.48 -1.88 -0.61
H 2.61 -1.05 0.69
H 2.09 -1.25 3.16
H -0.29 -1.67 3.85
H 2.66 -1.09 -1.64
H 1.87 0.27 -2.51
H -1.16 -1.49 -2.67
H -2.35 -1.36 -0.54
H -1.82 -2.71 2.04
H 1.66 -1.31 -3.11
C -0.78 1.81 0.10
C -0.02 3.05 0.62
C -1.32 2.13 -1.29
H -1.56 1.58 0.84
H 0.00 1.03 0.12
H 0.44 2.76 1.56
H 0.67 3.63 -0.02
H -1.63 1.25 -1.86
H -0.72 3.88 0.74
H -0.47 2.54 -1.85
H -2.09 2.89 -1.27
*
```

Model b:
ORCA calculation (ωB97M-V/def2-TZVPD) on a 2-piece molecular cluster, C12H17N overall.

HOMO-LUMO gap (eV): 9.0
LUMO level (eV): 0.948

```
! wB97M-V def2-TZVPD RIJCOSX def2/J DEFGRID3
* xyz 0 1
C 0.29 -1.09 -3.11
C 0.82 0.52 -1.15
C 0.96 -0.74 -1.83
C 1.67 0.48 -0.02
C 1.81 -1.49 -1.08
C 0.24 2.74 -0.49
C 1.12 2.69 0.58
C 0.06 1.67 -1.36
C 1.80 1.52 0.87
N 2.15 -0.82 0.10
H -0.28 3.67 -0.70
H 1.36 3.56 1.19
H -0.74 1.70 -2.08
H 2.38 1.43 1.79
H -0.72 -1.47 -2.94
H 0.83 -1.82 -3.72
H 2.16 -2.50 -1.24
H 3.10 -0.96 0.41
H 0.15 -0.21 -3.74
C -2.10 -0.32 1.89
C -2.51 -1.34 0.83
C -0.72 -0.66 2.44
H -2.01 0.66 1.41
H -2.86 -0.31 2.68
H -1.71 -1.59 0.13
H -0.60 -1.73 2.61
H -3.38 -0.99 0.28
H -2.86 -2.25 1.31
H -0.01 -0.34 1.67
H -0.44 -0.02 3.29
*
```

Which of them is least stable? Easy: model a.